Record 1
Entry from OMol25: a 6-piece molecular cluster, C33H60N3O12P3 overall (ωB97M-V/def2-TZVPD).

## Properties
* orbital gap: 9.97 eV
* energy: -92108.0976 eV
* SMILES string: CCOP(=O)(OCC)OCC.CCOP(=O)(OCC)OCC.CCOP(=O)(OCC)OCC.c1ccncc1.c1ccncc1.c1ccncc1

```
! RIJCOSX wB97M-V def2-TZVPD def2/J DEFGRID3
* xyz 0 1
N -4.39474 0.18160 3.12950
C -3.82843 1.10720 3.94049
C -4.19249 2.44993 4.02645
C -5.28168 2.82512 3.13490
C -5.86643 1.89728 2.31499
C -5.35639 0.56220 2.31124
H -3.06875 0.71628 4.58924
H -3.52224 3.18285 4.46946
H -5.72136 3.82277 3.13669
H -6.68375 2.18479 1.66571
H -5.90216 -0.16724 1.67383
N 0.02056 -0.34357 3.01071
C 0.96366 0.25246 2.28181
C 0.82933 0.62263 0.95707
C -0.43515 0.44406 0.42600
C -1.45121 -0.23557 1.11484
C -1.14647 -0.60572 2.42500
H 1.90979 0.44067 2.75333
H 1.64925 1.06166 0.39467
H -0.58074 0.73282 -0.61132
H -2.39639 -0.33490 0.55945
H -1.89478 -1.08717 3.02935
N -3.87765 4.87669 -0.29357
C -3.94884 3.59037 0.03438
C -2.96824 2.92178 0.67996
C -1.79865 3.54837 1.07397
C -1.70320 4.88389 0.71076
C -2.73274 5.48594 0.01132
H -4.92922 3.11060 -0.15988
H -3.14383 1.89641 0.98939
H -1.11106 3.02491 1.69072
H -0.84828 5.51001 0.79884
H -2.58868 6.58547 -0.20810
C 0.14503 -2.67044 -2.20051
C -1.02474 -1.70036 -2.19481
O -2.19529 -2.53287 -2.42331
P -3.48777 -2.15808 -1.62691
O -3.93115 -0.77844 -1.58457
O -4.50039 -3.13644 -2.34408
C -4.31590 -4.59931 -2.34641
C -3.95806 -4.94345 -3.78598
O -3.19959 -2.77059 -0.21036
C -4.12961 -2.68308 0.90796
C -5.32895 -3.57096 0.69185
H 0.27992 -3.06483 -3.16457
H 1.05709 -2.19665 -1.92748
H 0.03345 -3.49969 -1.50028
H -1.18783 -1.28471 -1.19883
H -0.95400 -0.86066 -2.93299
H -3.51914 -4.89702 -1.64421
H -5.25542 -5.05240 -2.05561
H -4.68305 -4.56534 -4.49747
H -2.93419 -4.64723 -4.01822
H -4.00944 -6.04840 -3.87383
H -3.52617 -2.99730 1.80437
H -4.43225 -1.67229 1.03080
H -5.04597 -4.62189 0.55845
H -5.89058 -3.59298 1.66309
H -5.94318 -3.17338 -0.11475
C 2.86452 4.70766 2.01493
C 3.12291 4.24061 0.58283
O 1.87475 3.76295 -0.00772
P 1.77998 3.62010 -1.59870
O 2.33203 4.72944 -2.43816
O 2.49198 2.17138 -1.79401
C 3.26332 2.09095 -3.09264
C 4.27121 0.96792 -2.78137
O 0.27711 3.20539 -1.93038
C -0.60368 4.17858 -2.62914
C -1.62567 3.33736 -3.45677
H 2.07535 5.42218 2.08568
H 2.59878 3.95597 2.75556
H 3.77044 5.19632 2.35709
H 3.37385 5.07405 -0.07700
H 3.80515 3.40534 0.51317
H 2.62286 1.84758 -3.95561
H 3.79354 3.07104 -3.33825
H 4.76666 1.07978 -1.80924
H 3.65721 0.03817 -2.64277
H 4.98801 0.83070 -3.56591
H -1.07118 4.78056 -1.89740
H 0.00243 4.82125 -3.27122
H -2.21804 2.63121 -2.86485
H -2.34050 3.93758 -3.96807
H -1.04524 2.83207 -4.18828
C 1.64787 -4.06640 1.11693
C 2.01854 -2.60547 1.19696
O 3.05827 -2.39709 0.19988
P 4.39430 -1.65847 0.73372
O 4.30612 -0.21166 1.10711
O 4.78534 -2.58514 1.97382
C 5.30931 -1.95820 3.20556
C 6.54668 -1.15644 2.94509
O 5.40764 -1.88365 -0.43341
C 5.32811 -2.98077 -1.39447
C 6.69925 -3.72839 -1.44661
H 0.75146 -4.25983 1.66953
H 1.54942 -4.21152 0.00253
H 2.52291 -4.59328 1.48593
H 1.19511 -1.87991 0.99216
H 2.43763 -2.32038 2.12168
H 4.49446 -1.37095 3.60627
H 5.51690 -2.71464 3.95632
H 6.35468 -0.30257 2.25137
H 6.94268 -0.77090 3.92173
H 7.28553 -1.84891 2.52824
H 4.51685 -3.63884 -1.07142
H 5.02134 -2.54568 -2.34022
H 6.62238 -4.51555 -2.21880
H 7.50288 -3.04905 -1.75554
H 6.89469 -4.10828 -0.42870
*
```

=====

Record 2
Entry from OMol25: a 10-piece molecular cluster, C33H61NO27 overall (ωB97M-V/def2-TZVPD).

## Properties
* relative energy (zero: lowest compared OMol25 entry of this formula, charge and spin): 129.33 kcal/mol
* orbital gap: 10.15 eV
* energy: -91968.4649 eV
* SMILES string: C[C@H]1COC(=O)O1.C[C@H]1COC(=O)O1.COC(=O)OC.COC(=O)OC.COC(=O)OC.COC(=O)OC.COC(=O)OC.COC(=O)OC.COC(=O)OC.CCCC#N

```
! RIJCOSX wB97M-V def2-TZVPD def2/J DEFGRID3
* xyz 0 1
C -15.85634 13.73178 -2.83884
C -15.69724 13.67967 -4.40864
C -15.36808 15.04877 -5.02753
O -14.10435 14.81457 -5.56275
C -13.73175 13.51891 -5.43033
O -12.70190 13.01913 -5.87844
O -14.50649 12.85582 -4.64142
H -15.20078 14.38420 -2.28013
H -15.92630 12.68416 -2.43176
H -16.78356 14.31272 -2.54309
H -16.43654 13.13170 -5.03653
H -15.04664 15.89755 -4.42432
H -16.03338 15.25708 -5.84632
C -10.80159 17.43688 -0.41874
C -11.42808 17.81106 -1.72795
C -11.47433 16.73108 -2.87246
O -12.68942 16.17019 -2.67647
C -13.48588 16.99545 -1.98455
O -14.71101 16.83541 -1.76263
O -12.79714 17.93249 -1.37649
H -10.62067 16.33449 -0.27124
H -11.28001 17.82236 0.48660
H -9.83165 17.86763 -0.27613
H -11.04050 18.71691 -2.18406
H -10.56097 16.18515 -2.81794
H -11.33996 17.14960 -3.89382
C -9.25797 18.36725 -10.35887
O -10.44048 18.61179 -9.65512
C -10.64433 17.90549 -8.58324
O -9.71599 17.02319 -7.99914
O -11.82994 18.14093 -8.09541
C -12.29559 17.03745 -7.17886
H -8.82328 19.23471 -10.75881
H -9.58964 17.63800 -11.05937
H -8.48945 17.84350 -9.77047
H -12.30408 15.99032 -7.48965
H -13.25012 17.31573 -6.78338
H -11.59610 17.10319 -6.38923
C -18.50260 10.95798 -1.03991
O -18.22535 11.57900 -2.25792
C -18.28000 10.94260 -3.37119
O -18.23521 9.47847 -3.38873
O -18.19499 11.71234 -4.44657
C -18.52904 11.18914 -5.65812
H -17.68351 11.11612 -0.43905
H -18.89388 9.93955 -0.94205
H -19.35417 11.52614 -0.59930
H -17.54398 11.00670 -6.23156
H -19.01471 11.93843 -6.27376
H -19.07737 10.21962 -5.72779
C -10.68350 8.40213 -9.14829
O -11.79473 8.98863 -8.43784
C -12.03249 8.74261 -7.13497
O -11.32505 7.77726 -6.46487
O -12.91259 9.54369 -6.60521
C -13.06064 9.60217 -5.17341
H -11.05355 7.72977 -9.92051
H -10.07617 7.92171 -8.46266
H -9.93275 9.13491 -9.56744
H -12.60651 10.56218 -4.90428
H -12.48904 8.76201 -4.71432
H -14.15379 9.45658 -4.81531
C -17.89823 13.93322 0.55853
O -16.65218 14.28545 0.09652
C -15.60856 14.70548 0.85261
O -15.57336 14.79470 2.29589
O -14.49171 14.94930 0.11464
C -13.26741 15.18089 0.72969
H -18.64094 13.69895 -0.16755
H -18.40225 14.74341 1.09976
H -17.81899 13.01797 1.07782
H -13.11108 16.18809 0.99139
H -12.37246 15.00462 0.09820
H -13.04471 14.62013 1.58227
C -13.10423 11.75890 2.02346
O -13.15842 10.74840 1.10365
C -14.25398 10.60332 0.28291
O -15.44930 11.31481 0.36279
O -13.98079 9.68009 -0.61887
C -14.82461 9.32334 -1.71139
H -12.38399 12.49339 1.65546
H -12.86817 11.38507 2.98663
H -14.05746 12.21460 2.19129
H -15.77271 9.03443 -1.21320
H -14.23140 8.63590 -2.33708
H -14.90829 10.25149 -2.27442
C -8.15262 13.60150 -2.56115
O -9.39338 13.05201 -2.93030
C -10.41405 13.21187 -2.15985
O -10.23986 13.79568 -0.87851
O -11.54355 12.90387 -2.67992
C -12.69114 12.93974 -1.90466
H -8.16483 14.68257 -2.34175
H -7.50039 13.51708 -3.40030
H -7.63774 12.98941 -1.79770
H -12.56540 12.76147 -0.86771
H -13.28023 12.14103 -2.30124
H -13.15272 13.83668 -2.14697
C -5.14484 14.88543 -6.10716
O -6.25746 14.43411 -5.38464
C -7.38477 14.57377 -5.92712
O -7.50593 15.05332 -7.29441
O -8.49173 14.37582 -5.12839
C -9.88150 14.52944 -5.68398
H -4.36445 14.81082 -5.38746
H -5.33199 15.85758 -6.47454
H -4.81540 14.31049 -6.96597
H -9.90681 13.90456 -6.58699
H -10.06362 15.67030 -5.70485
H -10.67057 14.39327 -4.94710
C -10.88134 11.97942 -8.76006
C -9.60966 12.80156 -9.19352
C -9.92399 14.25086 -9.37406
C -10.41098 14.65974 -10.65178
N -10.92251 15.03504 -11.68583
H -11.47886 12.53884 -8.13109
H -10.43608 11.11692 -8.28183
H -11.23987 11.59531 -9.75228
H -9.05509 12.40502 -10.07800
H -8.87840 12.95388 -8.36889
H -9.02317 14.90168 -9.31300
H -10.69834 14.69346 -8.66023
*
```

=====

Record 3
Entry from OMol25: a 4-piece molecular cluster, C33H62Br6N2O7S2 overall (ωB97M-V/def2-TZVPD).

## Properties
* orbital gap: 9.31 eV
* energy: -494459.8306 eV
* SMILES string: CCOCCCCC[C@@]1(CCCO)CS(=O)(=O)O[C@@](CCO)(CCSc2nnco2)[C@]1(CC)CCC(C)C.BrCCBr.BrCCBr.BrCCBr

```
! RIJCOSX wB97M-V def2-TZVPD def2/J DEFGRID3
* xyz 0 1
C 7.30823 1.46411 0.58410
C 6.33238 1.96901 -0.55986
O 5.53972 3.02375 0.01572
C 4.28978 2.48360 0.46823
C 3.57180 3.38954 1.52069
C 2.01753 3.23762 1.32897
C 1.30405 2.45907 2.52407
C -0.05922 1.79997 2.11673
C 0.00444 0.24722 1.75298
C 1.42142 -0.16177 1.18632
C 2.56381 -0.61017 2.14464
C 2.77503 -2.18622 2.23397
O 3.99073 -2.60786 1.58479
C -0.26534 -0.45063 3.15113
S -0.78603 -2.18652 2.98082
O 0.19849 -2.97372 3.72789
O -2.08260 -2.48996 3.56824
O -0.55959 -2.52925 1.43484
C -1.29010 -1.71605 0.45994
C -0.83742 -2.36326 -0.91462
C -0.10920 -3.76565 -0.78915
O 1.29938 -3.61947 -0.52337
C -2.82262 -2.17933 0.60677
C -3.07731 -3.71730 0.69560
S -3.54618 -4.51119 -0.92964
C -2.59805 -6.04131 -0.97956
N -1.78175 -6.33841 -1.96620
N -1.15492 -7.52845 -1.72520
C -1.65565 -7.90615 -0.55399
O -2.55322 -7.04524 -0.02998
C -1.09630 -0.15056 0.61910
C -2.45460 0.65061 0.80241
C -3.11171 0.73563 2.21939
C -0.55082 0.57220 -0.70896
C -1.59572 0.57534 -1.93070
C -2.10140 2.03169 -2.30180
C -3.13108 1.94376 -3.51899
C -0.88919 2.90719 -2.84480
H 8.27905 2.00019 0.48661
H 6.85365 1.78454 1.55202
H 7.47485 0.36547 0.56759
H 5.69746 1.12126 -0.92704
H 6.91458 2.33502 -1.43338
H 3.63746 2.38412 -0.44453
H 4.47784 1.45130 0.85208
H 3.82119 4.44510 1.23197
H 3.92446 3.24915 2.56492
H 1.58856 4.27406 1.32610
H 1.71375 2.78414 0.35786
H 2.00163 1.81679 3.10120
H 1.03210 3.28769 3.23517
H -0.73164 1.94671 3.00131
H -0.50362 2.43936 1.32434
H 1.80803 0.69365 0.57391
H 1.30798 -0.98685 0.43309
H 3.53081 -0.24433 1.70657
H 2.55099 -0.22245 3.18594
H 2.86840 -2.46272 3.31291
H 1.92623 -2.75859 1.80828
H 4.66720 -2.79022 2.25346
H 0.59172 -0.42414 3.85668
H -1.08836 0.03443 3.73328
H -1.74385 -2.43909 -1.56437
H -0.09435 -1.80016 -1.52018
H -0.16296 -4.18713 -1.83064
H -0.61108 -4.49649 -0.13646
H 1.63011 -2.95092 -1.14640
H -3.32546 -1.74037 1.49202
H -3.35244 -1.78137 -0.29640
H -4.00436 -3.84692 1.31109
H -2.30524 -4.31742 1.22173
H -1.28152 -8.84488 -0.11711
H -2.27804 1.71140 0.48929
H -3.26148 0.31002 0.11678
H -4.22208 0.83612 2.07635
H -2.82918 1.63428 2.82510
H -2.99873 -0.18480 2.84778
H -0.32547 1.64810 -0.55312
H 0.35873 0.11328 -1.14235
H -2.42860 -0.15027 -1.78732
H -1.05801 0.23085 -2.85576
H -2.66238 2.53779 -1.48177
H -3.06827 2.90045 -4.09924
H -2.90295 1.10748 -4.21581
H -4.15624 1.91965 -3.08569
H -0.42893 3.40114 -1.94378
H -0.08303 2.26370 -3.27145
H -1.21840 3.72602 -3.51669
Br 2.83323 -7.12848 4.20480
C 2.76540 -6.52660 2.35165
C 1.59162 -5.61631 2.11026
Br -0.07592 -6.62026 1.98217
H 2.75057 -7.41864 1.73010
H 3.70084 -5.99200 2.19216
H 1.69193 -5.10973 1.15251
H 1.45288 -4.87495 2.89536
Br -4.95057 6.12923 -1.37557
C -5.22205 5.36265 0.39357
C -4.39340 4.11959 0.58303
Br -5.17557 2.59709 -0.34514
H -6.28912 5.18611 0.50313
H -4.91214 6.13947 1.09158
H -4.36968 3.82988 1.63364
H -3.37372 4.22439 0.21690
Br -2.32584 3.57844 -6.50290
C -1.19058 4.90148 -7.36969
C -0.11812 5.39620 -6.43430
Br -0.83476 6.65981 -5.13691
H -1.84343 5.69232 -7.73058
H -0.74826 4.38466 -8.22064
H 0.64211 5.95152 -6.98239
H 0.35767 4.59815 -5.86919
*
```

=====

Record 4
Entry from OMol25: C33H62N5O6PdS5 as an isolated structure (ωB97M-V/def2-TZVPD).

## Properties
* relative energy (zero: lowest compared OMol25 entry of this formula, charge and spin): 36.88 kcal/mol
* orbital gap (spin up / spin down): 6.98 / 4.99 eV
* energy: -112603.4732 eV

```
! RIJCOSX wB97M-V def2-TZVPD def2/J DEFGRID3
* xyz 1 3
Pd 3.28522 -2.41162 -0.77973
C -0.81754 -1.47918 0.38053
C 0.44200 -0.71352 0.05955
C 1.08438 -0.13866 1.34037
O 1.36003 -1.34750 -0.77916
H -0.67741 -2.27949 1.10593
H -1.18410 -1.91950 -0.54463
H -1.58561 -0.77157 0.69541
H 0.12333 0.18152 -0.49999
H 1.22874 -0.92510 2.08510
H 0.41643 0.62040 1.74429
H 2.08776 0.22691 1.12647
C -2.62479 0.99118 3.34006
S -4.13960 0.23367 4.07588
O -4.13506 0.77845 5.50485
C -5.37989 1.10095 3.06089
H -2.90509 1.89219 2.79661
H -2.12690 0.32027 2.64181
H -1.97187 1.26068 4.16641
H -5.18682 1.07689 1.98930
H -5.42684 2.13653 3.39618
H -6.31915 0.57422 3.21844
C 2.85643 -5.99875 1.46500
S 1.87880 -4.51267 1.87369
O 2.50720 -3.44228 0.99560
C 0.39194 -5.02299 0.96244
H 2.42320 -6.92529 1.83100
H 3.92432 -5.92360 1.67040
H 2.87113 -5.99901 0.36892
H -0.55640 -4.63660 1.32972
H 0.32041 -6.11010 0.87465
H 0.42170 -4.72279 -0.09019
C 6.05131 -2.20548 2.65987
S 4.92657 -0.91240 2.14170
O 4.24337 -1.45186 0.91769
C 3.79368 -1.03821 3.53823
H 6.63739 -2.01088 3.55509
H 6.74350 -2.36932 1.83151
H 5.48845 -3.13519 2.75742
H 2.96784 -0.33304 3.41646
H 4.17940 -0.92670 4.55020
H 3.20148 -1.96254 3.55084
C 6.30410 1.11197 -1.59757
S 4.58082 0.72599 -2.04715
O 4.38035 -0.70883 -1.61866
C 3.79378 1.73154 -0.75694
H 6.99231 0.67245 -2.30936
H 6.46356 0.77609 -0.57228
H 6.37088 2.20045 -1.55071
H 2.72052 1.56256 -0.80257
H 3.95078 2.78808 -0.98024
H 4.25137 1.47306 0.19571
C -3.06500 0.29978 -2.60911
S -3.44497 1.46518 -3.95020
O -4.91657 1.38648 -4.26329
C -3.21696 2.97757 -2.98192
H -3.48260 -0.63977 -2.98121
H -3.70650 0.48912 -1.74539
H -2.01576 0.25097 -2.33401
H -2.16343 3.07885 -2.70727
H -3.75607 2.99190 -2.03447
H -3.47982 3.82596 -3.60999
N -1.74751 4.40753 1.97669
C -0.92409 3.34777 1.72999
C -0.64597 3.34794 0.37968
C -1.36740 4.40547 -0.19239
C -2.06006 5.06302 0.80936
H -2.18484 4.61687 2.85708
H -0.54596 2.68882 2.48776
H -0.12150 2.54165 -0.11061
H -1.34909 4.76892 -1.20803
H -2.74574 5.88708 0.74106
N 2.55385 4.41727 4.43459
C 3.86974 4.07074 4.23313
C 3.85213 2.91316 3.46998
C 2.50303 2.54691 3.21787
C 1.74931 3.54167 3.80201
H 2.30330 5.27878 4.88470
H 4.66291 4.73881 4.51738
H 4.79593 2.54113 3.09720
H 2.04710 1.75151 2.65763
H 0.68772 3.64864 3.94579
N -0.37734 -2.71837 -3.16340
C -0.01926 -3.34028 -4.33767
C -1.15838 -3.80777 -4.92436
C -2.25880 -3.49768 -4.05419
C -1.70857 -2.93895 -2.93196
H 0.25332 -2.23343 -2.54077
H 1.00051 -3.34279 -4.68252
H -1.20703 -4.37782 -5.83759
H -3.30075 -3.58852 -4.31174
H -2.22522 -2.57978 -2.05950
N 0.56553 1.59268 -3.17215
C -0.00252 1.16108 -4.32482
C -0.37573 2.28084 -5.03666
C 0.11958 3.41976 -4.34825
C 0.58450 2.96816 -3.12819
H 0.99700 1.06130 -2.43757
H -0.19723 0.11016 -4.47016
H -0.87379 2.28899 -5.99153
H -0.08135 4.43117 -4.65973
H 1.07782 3.42513 -2.28393
N -4.89072 -3.56036 -1.06750
C -4.29569 -2.56791 -0.34886
C -5.12274 -1.47417 -0.22864
C -6.31823 -1.86034 -0.88739
C -6.16089 -3.14131 -1.36384
H -4.48766 -4.39929 -1.43669
H -3.30019 -2.69306 0.05466
H -4.94646 -0.49993 0.18837
H -7.16628 -1.20237 -0.99321
H -6.83606 -3.66624 -2.01924
*
```